Entry from OMol25: C41H46ClN4O3P2S2Zr as an isolated structure in a non-equilibrium geometry (ωB97M-V/def2-TZVPD).

Output
- DFT total energy (eV) = -109417.0922
- net charge = +1
- energy relative to the best compared isomer or geometry (same formula, charge and spin) (eV) = 1.042
- gap between HOMO and LUMO (eV) = 6.89

Each line ends with the Mulliken charge.
Atoms and positions in Å:
1 Zr -0.31 0.56 0.79  -1.2076
2 C 2.98 2.34 3.16  -1.5099
3 C 1.69 2.05 2.46  0.3258
4 N 1.59 1.03 1.67  1.4214
5 N 2.72 0.31 1.36  -1.1834
6 C 2.69 -0.26 0.20  0.5460
7 S 1.39 -0.21 -0.96  -0.3522
8 S 4.08 -1.18 -0.33  -0.0501
9 C 5.47 -0.32 0.53  -0.9840
10 C 6.13 0.64 -0.41  0.6242
11 C 7.33 0.32 -1.03  -0.4967
12 C 7.92 1.20 -1.93  -0.6090
13 C 7.30 2.40 -2.22  -0.3933
14 C 6.09 2.73 -1.62  -0.8631
15 C 5.51 1.85 -0.72  0.2145
16 C 0.61 3.03 2.46  0.9770
17 C 0.37 3.89 3.54  -0.8079
18 C -0.48 4.97 3.43  -1.0442
19 C -1.07 5.25 2.20  -0.5503
20 C -0.87 4.42 1.12  -0.5918
21 C -0.08 3.26 1.23  1.0932
22 O 0.01 2.42 0.22  -0.8412
23 H 3.73 2.62 2.42  0.1902
24 H 3.34 1.44 3.67  0.3547
25 H 2.88 3.16 3.87  0.5384
26 H 6.15 -1.10 0.86  0.5813
27 H 5.01 0.17 1.39  0.1987
28 H 7.82 -0.62 -0.79  0.3599
29 H 8.85 0.94 -2.41  0.3800
30 H 7.76 3.09 -2.92  0.3795
31 H 5.61 3.67 -1.85  0.4050
32 H 4.56 2.09 -0.26  0.3136
33 H 0.86 3.69 4.49  0.4964
34 H -0.66 5.61 4.28  0.4384
35 H -1.71 6.12 2.09  0.4561
36 H -1.32 4.63 0.16  0.4509
37 Cl -3.78 -0.58 7.32  -0.1997
38 C -2.85 -0.55 5.86  0.0216
39 C -1.99 -1.62 5.57  -0.7080
40 C -1.24 -1.63 4.43  -0.6740
41 C -1.32 -0.58 3.49  -0.0755
42 O -0.61 -0.60 2.40  1.0458
43 C -2.22 0.49 3.79  1.0725
44 C -2.45 1.52 2.84  -0.3123
45 O -1.98 1.56 1.69  0.3648
46 C -2.96 0.49 4.99  -1.3023
47 H -1.92 -2.44 6.27  0.4653
48 H -0.56 -2.45 4.22  0.5461
49 H -3.14 2.32 3.13  0.2324
50 H -3.63 1.32 5.20  0.5282
51 C -2.85 -3.15 -0.66  -2.0279
52 P -1.30 -2.21 -0.24  1.6698
53 C -0.99 -1.79 -2.02  -0.6276
54 N -0.46 -2.64 -2.85  -0.0981
55 C -0.34 -2.30 -4.16  0.0951
56 C 0.28 -3.19 -5.07  -0.4328
57 C 0.37 -2.84 -6.38  -0.5887
58 C -0.15 -1.61 -6.85  -0.5419
59 C -0.73 -0.73 -5.99  -0.5901
60 C -0.83 -1.05 -4.62  0.1090
61 N -1.37 -0.17 -3.75  -0.2757
62 C -1.45 -0.51 -2.49  0.1584
63 P -1.95 0.82 -1.31  1.7977
64 C -1.61 2.28 -2.35  -1.8108
65 C -3.83 0.80 -1.15  2.2031
66 C -4.25 -0.15 -0.02  -1.8396
67 C -4.23 2.23 -0.77  -1.9326
68 C -4.49 0.38 -2.46  -1.8160
69 C -0.24 -3.71 0.31  2.2523
70 C -1.03 -4.25 1.51  -2.0413
71 C 1.12 -3.22 0.80  -2.1315
72 C 0.00 -4.82 -0.70  -1.9862
73 H -2.58 -4.12 -1.07  0.3664
74 H -3.42 -2.62 -1.42  0.6186
75 H -3.48 -3.29 0.22  0.4469
76 H 0.66 -4.13 -4.69  0.4953
77 H 0.85 -3.51 -7.08  0.4155
78 H -0.07 -1.38 -7.90  0.4080
79 H -1.13 0.22 -6.33  0.4855
80 H -2.13 2.20 -3.31  0.4806
81 H -0.54 2.31 -2.53  0.4344
82 H -1.91 3.18 -1.82  0.2195
83 H -3.63 -0.02 0.87  0.0949
84 H -4.18 -1.19 -0.32  0.2742
85 H -5.29 0.04 0.26  0.5908
86 H -3.61 2.61 0.05  0.3397
87 H -5.27 2.24 -0.43  0.5299
88 H -4.15 2.91 -1.62  0.3480
89 H -4.21 -0.64 -2.74  0.3179
90 H -4.22 1.04 -3.28  0.3085
91 H -5.58 0.40 -2.34  0.5134
92 H -1.35 -3.45 2.17  0.2402
93 H -0.40 -4.94 2.08  0.5333
94 H -1.91 -4.81 1.19  0.3362
95 H 1.04 -2.35 1.45  0.0653
96 H 1.75 -2.98 -0.05  0.4154
97 H 1.62 -4.01 1.36  0.6322
98 H -0.91 -5.36 -0.97  0.3896
99 H 0.68 -5.55 -0.25  0.5205
100 H 0.45 -4.45 -1.61  0.3696